No. 1
{
  "formula": "C3H3BrO2",
  "method": "the ωB97M-V functional and the def2-TZVPD basis",
  "species": ["C", "C", "C", "O", "O", "Br", "H", "H", "H"],
  "coordinates": [[-1.025, 1.772, 0.731], [-0.408, 1.039, 0.011], [0.409, 0.104, -0.575], [0.165, -0.458, -1.782], [-0.064, -1.872, 0.840], [2.098, -0.001, 0.192], [-1.330, 2.722, 1.106], [0.731, -1.297, -2.085], [-0.576, -2.008, 1.562]],
  "total_charge": 0,
  "spin_multiplicity": 1,
  "homo_energy_ev": [-8.3027, -8.3077],
  "homo_lumo_gap_ev": [6.50, 6.51],
  "e_above_lowest_kcal_mol": 132.62,
  "total_energy_ha": -2840.373983
}

No. 2
{
  "formula": "C3H3BrOS",
  "method": "the ωB97M-V functional and the def2-TZVPD basis",
  "species": ["C", "C", "C", "O", "S", "Br", "H", "H", "H"],
  "coordinates": [[0.543, 0.702, 0.109], [-1.376, 0.532, -0.545], [0.990, -0.704, 0.233], [0.993, 1.718, 0.382], [-1.989, 0.084, -1.971], [-2.651, 0.814, 0.897], [2.008, -0.916, 0.046], [1.076, -0.879, 1.247], [0.407, -1.352, -0.399]],
  "total_charge": 0,
  "spin_multiplicity": 1,
  "homo_energy_ev": -8.5704,
  "homo_lumo_gap_ev": 8.13,
  "e_above_lowest_kcal_mol": 32.47,
  "total_energy_ha": -3163.459500
}

No. 3
{
  "formula": "C3H3Cl",
  "method": "the ωB97M-V functional and the def2-TZVPD basis",
  "species": ["C", "C", "C", "Cl", "H", "H", "H"],
  "coordinates": [[-1.849, -0.917, 0.889], [-1.017, -0.873, 0.035], [0.199, -0.546, -0.596], [1.017, 0.961, -0.073], [-2.869, -0.567, 1.502], [0.489, -0.541, -1.901], [1.093, -1.216, -0.320]],
  "total_charge": 0,
  "spin_multiplicity": 1,
  "homo_energy_ev": -10.1241,
  "homo_lumo_gap_ev": 11.00,
  "e_above_lowest_kcal_mol": 38.98,
  "total_energy_ha": -576.161186
}

No. 4
{
  "formula": "C3H3Cl2F",
  "method": "the ωB97M-V functional and the def2-TZVPD basis",
  "species": ["F", "C", "Cl", "C", "C", "Cl", "H", "H", "H"],
  "coordinates": [[1.823, 0.361, -0.352], [0.589, 0.384, 0.223], [0.792, 1.081, 1.793], [-0.193, -0.895, 0.079], [-0.586, 0.383, -0.638], [-1.942, 1.184, 0.015], [0.427, -1.643, -0.465], [-0.681, -1.273, 1.012], [-0.230, 0.419, -1.668]],
  "total_charge": 0,
  "spin_multiplicity": 1,
  "homo_energy_ev": -10.1996,
  "homo_lumo_gap_ev": 11.04,
  "e_above_lowest_kcal_mol": 18.09,
  "total_energy_ha": -1136.308538
}

What did the second record say?
{
  "formula": "C3H3BrOS",
  "method": "the ωB97M-V functional and the def2-TZVPD basis",
  "species": ["C", "C", "C", "O", "S", "Br", "H", "H", "H"],
  "coordinates": [[0.543, 0.702, 0.109], [-1.376, 0.532, -0.545], [0.990, -0.704, 0.233], [0.993, 1.718, 0.382], [-1.989, 0.084, -1.971], [-2.651, 0.814, 0.897], [2.008, -0.916, 0.046], [1.076, -0.879, 1.247], [0.407, -1.352, -0.399]],
  "total_charge": 0,
  "spin_multiplicity": 1,
  "homo_energy_ev": -8.5704,
  "homo_lumo_gap_ev": 8.13,
  "e_above_lowest_kcal_mol": 32.47,
  "total_energy_ha": -3163.459500
}